A molecular structure, C30H22Cl2NO2RuSSi in a non-equilibrium geometry, computed with the ωB97M-V functional and the def2-TZVPD basis.

Geometry (Å):
Ru  0.0182  -0.0671  0.1950
S  2.2272  0.2815  -0.2584
C  1.6752  1.9524  -0.1706
C  2.4352  3.1100  -0.0739
C  1.7658  4.3119  0.0670
C  0.3741  4.3359  0.1069
C  -0.3060  3.1391  0.0331
N  0.3345  1.9799  -0.1164
H  3.5138  3.0483  -0.0893
H  2.3253  5.2342  0.1611
H  -0.1724  5.2615  0.2131
H  -1.3872  3.0848  0.0612
Cl  -5.9793  -4.2353  0.0357
C  -4.7222  -3.0375  -0.0719
C  -5.0733  -1.6810  -0.0551
C  -4.1070  -0.7157  -0.1402
Cl  -4.5604  0.9539  -0.0827
C  -2.7289  -1.0360  -0.2540
O  -1.8672  -0.0715  -0.3674
C  -2.4089  -2.4128  -0.2392
C  -1.0463  -2.8691  -0.2224
O  -0.0422  -2.1595  -0.3034
C  -3.4106  -3.4006  -0.1521
H  -6.1119  -1.3928  0.0364
H  -0.8976  -3.9562  -0.1422
H  -3.1276  -4.4463  -0.1401
C  -4.0009  -1.2826  4.5699
C  -3.3488  -0.1319  4.9885
C  -2.1550  0.2519  4.3908
C  -1.5832  -0.5066  3.3624
C  -2.2432  -1.6776  2.9860
C  -3.4404  -2.0651  3.5704
Si  0.0463  -0.0239  2.5659
C  1.3570  -1.1716  3.2591
C  2.2092  -1.9648  2.4905
C  3.1433  -2.8040  3.0883
C  3.2422  -2.8644  4.4693
C  2.3983  -2.0900  5.2555
C  1.4648  -1.2608  4.6533
C  0.4240  1.7280  3.1226
C  1.6848  2.0849  3.6062
C  1.9570  3.3861  4.0157
C  0.9663  4.3540  3.9546
C  -0.2939  4.0221  3.4739
C  -0.5548  2.7261  3.0551
H  -4.9370  -1.5749  5.0295
H  -3.7724  0.4718  5.7820
H  -1.6657  1.1568  4.7298
H  -1.8012  -2.3171  2.2360
H  -3.9319  -2.9762  3.2495
H  2.1453  -1.9331  1.4124
H  3.7955  -3.4101  2.4715
H  3.9714  -3.5158  4.9352
H  2.4662  -2.1363  6.3355
H  0.8053  -0.6694  5.2828
H  2.4658  1.3343  3.6679
H  2.9410  3.6400  4.3907
H  1.1737  5.3658  4.2818
H  -1.0712  4.7756  3.4234
H  -1.5447  2.4816  2.6797

Energy above the lowest of the compared OMol25 structures with the same formula, charge and spin (eV): 0.000
E_LUMO (spin up / spin down) (eV): -0.7 / -0.8
Spin multiplicity: 2
Kohn-Sham gap (spin up / spin down) (eV): 7.180 / 7.354
E_HOMO (spin up / spin down) (Ha): -0.2878 / -0.3006

natural (NBO) population analysis, charges in e, atoms 1 to 6:
1. Ru 0.508
2. S -0.055
3. C 0.111
4. C -0.280
5. C -0.127
6. C -0.267


2 unconnected molecules or ions with the total composition C3H9FNO in a non-equilibrium geometry, computed with the ωB97M-V functional and the def2-TZVPD basis.

Geometry (Å):
C  0.2601  1.6791  0.1750
C  1.4284  -0.4265  -0.2898
C  -1.5425  -0.6540  -0.3939
N  0.3386  0.2669  0.3618
O  -1.3647  -1.9151  -0.3579
F  -1.4486  -2.4044  0.9660
H  -0.7489  2.0040  0.6092
H  1.1122  2.0604  0.4986
H  0.0829  1.6946  -0.8860
H  1.3452  -1.5184  0.0063
H  1.3213  -0.3043  -1.3062
H  2.3148  -0.0239  0.2370
H  -1.9791  -0.1275  0.4201
H  -1.3935  -0.2581  -1.4613
H  0.2739  -0.0728  1.4210

Net charge: +1
Energy above the lowest of the compared OMol25 structures with the same formula, charge and spin (eV): 5.707
E_LUMO (eV): -5.3
Kohn-Sham gap (eV): 9.679
E_HOMO (Ha): -0.5503

natural (NBO) population analysis, charges in e, atoms 1 to 6:
1. C -0.401
2. C -0.426
3. C 0.213
4. N -0.500
5. O -0.047
6. F -0.061


A molecular structure, C3H7ClOS in a non-equilibrium geometry, computed with the ωB97M-V functional and the def2-TZVPD basis.

Geometry (Å):
C  -1.6029  0.3552  -0.1325
C  -0.6643  0.6255  1.0067
C  0.6898  1.0787  0.5679
O  1.7263  -2.2482  -0.1217
S  2.5266  -1.5520  -1.1408
Cl  1.2318  0.6961  -0.9488
H  -2.4498  -0.3661  0.1210
H  -0.9541  0.0727  -0.9348
H  -2.1501  1.1833  -0.5996
H  -1.0307  1.2355  1.7810
H  -0.5715  -0.3308  1.5246
H  1.2303  1.3039  1.4006
H  2.0187  -2.0538  -2.5237

Energy above the lowest of the compared OMol25 structures with the same formula, charge and spin (eV): 4.732
E_LUMO (spin up / spin down) (eV): -0.7 / 0.1
Kohn-Sham gap (spin up / spin down) (eV): 7.183 / 8.515
E_HOMO (spin up / spin down) (Ha): -0.2897 / -0.3089

natural (NBO) population analysis, charges in e, atoms 1 to 6:
1. C -0.620
2. C -0.478
3. C -0.217
4. O -0.864
5. S 0.774
6. Cl 0.120


C20H28N4O4 in the gas phase, computed with the ωB97M-V functional and the def2-TZVPD basis.

Geometry (Å):
C  3.8912  5.1637  -2.2597
C  3.1378  4.6377  -1.0459
C  2.4060  5.7713  -0.3186
C  4.1141  3.9842  -0.0727
O  5.2643  4.3779  0.0094
N  3.6354  2.9949  0.7475
C  4.5759  2.2476  1.5630
C  2.3500  2.3789  0.5692
C  2.3395  1.3578  -0.5732
O  3.2726  1.2510  -1.3479
N  1.2184  0.6027  -0.6636
C  1.1016  -0.4948  -1.6200
C  0.2183  -1.5316  -0.9054
C  -0.7244  -2.2290  -1.8785
N  -1.5066  -3.2780  -1.2528
C  -2.7988  -3.1017  -0.8696
O  -3.3772  -2.0301  -0.9599
C  -3.4352  -4.2972  -0.2824
C  -3.3390  -5.6633  -0.6591
N  -4.1245  -6.4249  0.0394
O  -4.7791  -5.5651  0.9163
C  -4.3740  -4.3110  0.7071
C  -4.9666  -3.2517  1.5192
C  -6.3910  -3.4048  2.0007
C  -5.2674  -3.5210  2.9777
C  -0.5271  -0.7361  0.1660
C  0.2282  -0.3687  1.4155
C  0.1232  0.6065  0.2720
H  4.3938  4.3525  -2.7857
H  3.1973  5.6478  -2.9487
H  4.6465  5.8852  -1.9520
H  2.4145  3.8994  -1.3938
H  1.8475  5.4136  0.5490
H  3.1278  6.5106  0.0317
H  1.7072  6.2687  -0.9925
H  5.5259  2.7706  1.5677
H  4.2030  2.1635  2.5859
H  4.7220  1.2455  1.1499
H  2.0707  1.8793  1.4996
H  1.5724  3.1206  0.3821
H  0.6174  -0.1430  -2.5382
H  2.0916  -0.8590  -1.8856
H  0.8532  -2.2865  -0.4304
H  -1.4268  -1.5063  -2.2938
H  -0.1543  -2.6596  -2.7047
H  -1.0634  -4.1540  -1.0351
H  -2.7383  -6.1147  -1.4348
H  -4.6372  -2.2641  1.2345
H  -6.9955  -2.5099  2.0101
H  -6.9041  -4.3125  1.7176
H  -5.0273  -4.5072  3.3485
H  -5.0942  -2.7080  3.6676
H  -1.6042  -0.8178  0.2053
H  -0.3464  -0.1598  2.3077
H  1.1929  -0.8341  1.5764
H  -0.4577  1.5140  0.3683

SMILES: CC(C)C(=O)N(C)CC(=O)N1C[C@H](CNC(=O)c2cnoc2C2CC2)[C@H]2C[C@H]21
Energy above the lowest of the compared OMol25 structures with the same formula, charge and spin (eV): 3.576
E_LUMO (eV): 0.4
Kohn-Sham gap (eV): 9.487
E_HOMO (Ha): -0.3332

natural (NBO) population analysis, charges in e, atoms 1 to 6:
1. C -0.594
2. C -0.311
3. C -0.597
4. C 0.713
5. O -0.631
6. N -0.441


2 unconnected molecules or ions with the total composition C5H14NO in a non-equilibrium geometry, computed with the ωB97M-V functional and the def2-TZVPD basis.

Geometry (Å):
C  0.6003  0.0337  -2.1359
O  1.8534  -0.0673  -1.3686
C  -0.5333  0.4600  -1.1627
C  -1.1573  -0.8389  -0.4304
C  0.0460  -1.3727  0.4485
C  -2.2551  -0.3064  0.5344
N  -0.0265  1.4932  -0.2801
H  0.3039  -1.0008  -2.3681
H  0.7466  0.5534  -3.0863
H  1.5816  0.5252  -0.6195
H  -1.4060  0.7581  -1.8052
H  -1.5882  -1.4495  -1.2197
H  -0.3970  -1.8305  1.3413
H  0.8089  -2.0839  0.1529
H  0.4640  -0.4291  0.8362
H  -2.8987  0.2215  -0.1775
H  -1.8099  0.4542  1.1934
H  -2.9052  -1.0564  1.0181
H  -0.0744  2.3580  -0.7265
H  4.6652  1.7416  5.0356
H  3.9818  1.8367  4.8205

Net charge: +1
Energy above the lowest of the compared OMol25 structures with the same formula, charge and spin (eV): 8.697
E_LUMO (eV): -9.7
Kohn-Sham gap (eV): 5.904
E_HOMO (Ha): -0.5747

natural (NBO) population analysis, charges in e, atoms 1 to 6:
1. C -0.020
2. O -0.585
3. C -0.201
4. C -0.155
5. C -0.643
6. C -0.604


A molecular structure, C12H6Br2F6GdN3O8S3 in a non-equilibrium geometry, computed with the ωB97M-V functional and the def2-TZVPD basis.

Geometry (Å):
Gd  0.0287  -0.8038  -0.0850
O  0.9736  -3.0229  0.8623
S  2.0824  -2.0647  0.8518
O  3.3214  -2.4954  1.4025
O  1.4733  -0.8473  1.5809
O  2.1527  -1.5557  -0.5711
Br  -1.0726  5.7047  2.6631
C  -0.8914  3.9450  2.0258
C  -1.9149  3.0333  2.2116
C  -1.7323  1.7530  1.7170
N  -0.6256  1.3754  1.0835
C  0.3467  2.2724  0.8879
C  0.2618  3.5728  1.3541
C  1.5138  1.8355  0.0594
C  2.8218  2.0006  0.4670
C  3.8225  1.5903  -0.4005
Br  5.6241  1.7155  0.1350
C  3.5020  1.0848  -1.6484
C  2.1626  0.9536  -1.9529
N  1.1716  1.2850  -1.1189
H  -2.8292  3.2973  2.7210
H  -2.4999  0.9987  1.8396
H  1.0623  4.2769  1.1783
H  3.0527  2.4088  1.4402
H  4.2620  0.7678  -2.3455
H  1.8426  0.5617  -2.9114
F  -1.8223  -1.9813  -3.7511
C  -2.1579  -0.9947  -2.9452
F  -2.9855  -0.1766  -3.5693
F  -1.0486  -0.2757  -2.6440
S  -2.9966  -1.6298  -1.3739
O  -2.2419  -0.8229  -0.3629
O  -4.3702  -1.3229  -1.5575
N  -2.7354  -3.1681  -1.2037
S  -1.2719  -3.5106  -0.6173
O  -0.3890  -2.5471  -1.3395
O  -0.9540  -4.8856  -0.6517
C  -1.6369  -3.1381  1.3149
F  -2.9551  -3.1111  1.4055
F  -1.1619  -4.1221  2.0245
F  -1.1858  -1.9568  1.8241

Energy above the lowest of the compared OMol25 structures with the same formula, charge and spin (eV): 4.071
E_LUMO (spin up / spin down) (eV): -1.0 / -1.0
Spin multiplicity: 8
Kohn-Sham gap (spin up / spin down) (eV): 8.869 / 8.896
E_HOMO (spin up / spin down) (Ha): -0.3645 / -0.3650

Mulliken population analysis, charges in e, atoms 1 to 6:
1. Gd 0.867
2. O -0.507
3. S 1.025
4. O -0.755
5. O -0.444
6. O -0.424


2 unconnected molecules or ions with the total composition C6H10OS in a non-equilibrium geometry, computed with the ωB97M-V functional and the def2-TZVPD basis.

Geometry (Å):
C  0.9033  -1.2006  -0.4996
C  0.6793  -0.4027  0.4690
C  2.5342  0.0748  -1.9952
C  -2.2015  0.1608  -0.1278
C  -0.4261  -0.5871  1.5256
C  -1.5814  0.3752  1.1532
O  3.9972  2.1337  -1.6533
S  3.2212  1.1072  -0.9778
H  0.4356  -2.1469  -0.9715
H  1.3427  0.4289  0.5910
H  2.4500  -0.3029  -2.9581
H  -2.4237  -0.8382  -0.4343
H  -3.1435  0.7905  -0.2705
H  -1.5827  0.5436  -1.0542
H  0.0592  -0.5301  2.4785
H  -0.7602  -1.5683  1.6308
H  -2.3031  0.4965  1.9109
H  -1.2004  1.4654  1.1833

Energy above the lowest of the compared OMol25 structures with the same formula, charge and spin (eV): 7.111
E_LUMO (spin up / spin down) (eV): -0.5 / -0.8
Kohn-Sham gap (spin up / spin down) (eV): 8.885 / 8.292
E_HOMO (spin up / spin down) (Ha): -0.3440 / -0.3323

natural (NBO) population analysis, charges in e, atoms 1 to 6:
1. C -0.043
2. C -0.305
3. C -0.550
4. C -0.618
5. C -0.425
6. C -0.412


A molecular structure, C20H46B4N3O7P in a non-equilibrium geometry, computed with the ωB97M-V functional and the def2-TZVPD basis.

Geometry (Å):
C  -2.7116  5.5138  -5.5577
C  -3.0952  5.9881  -4.1215
B  -1.9663  6.9024  -3.4294
O  -2.3647  8.0524  -2.7211
B  -0.3367  6.5550  -3.4796
O  0.5261  6.9096  -4.5710
B  0.9067  5.6464  -5.1157
O  1.5691  4.7311  -4.2492
B  0.7033  4.6081  -3.1157
P  -0.0248  2.9690  -2.4371
N  0.5749  1.6714  -3.4375
O  -1.7175  3.0431  -2.7718
O  0.3150  5.8024  -2.4446
H  -3.6130  5.1820  -6.1016
H  -2.0247  4.6451  -5.5546
H  -2.2414  6.3071  -6.1608
H  -4.0209  6.5953  -4.2100
H  -3.3456  5.0997  -3.5121
H  -3.3217  8.0028  -2.7022
H  0.6037  5.3971  -6.2285
H  0.0301  0.8536  -3.1606
H  0.3120  1.8135  -4.4156
H  -1.7962  2.6039  -3.6216
C  -2.5433  -2.0690  2.0271
C  -2.1309  -0.7364  1.3442
C  -3.2597  0.2997  1.4680
C  -4.4424  0.0314  0.5436
C  -3.9661  -0.1298  -0.8945
C  -2.8692  -1.1922  -1.0387
N  -1.7560  -0.9947  -0.0711
O  -1.0318  0.0090  -0.4906
C  -3.4946  -2.5903  -0.8602
C  -2.3582  -1.1887  -2.4862
C  -0.9407  -0.2235  2.1697
H  -3.6040  -2.0933  2.2851
H  -2.3245  -2.9361  1.4052
H  -1.9867  -2.2392  2.9490
H  -2.8676  1.2970  1.2406
H  -3.6089  0.3397  2.5028
H  -4.9922  -0.8562  0.8716
H  -5.1479  0.8634  0.6042
H  -4.8152  -0.3862  -1.5339
H  -3.5965  0.8371  -1.2544
H  -2.7276  -3.3670  -0.8708
H  -4.1850  -2.8035  -1.6782
H  -4.0733  -2.6909  0.0560
H  -1.9938  -0.2076  -2.7960
H  -3.1636  -1.4532  -3.1729
H  -1.5528  -1.9138  -2.6213
H  -0.0898  -0.9045  2.0970
H  -1.2174  -0.1455  3.2224
H  -0.6106  0.7684  1.8603
C  5.3018  -2.3739  1.6709
C  3.9811  -1.9177  2.3495
C  4.2364  -1.5428  3.8182
C  4.4521  -2.7462  4.7292
C  3.3043  -3.7368  4.5806
C  3.0661  -4.1525  3.1238
N  2.9532  -2.9830  2.2099
O  1.7784  -2.4404  2.3920
C  4.2124  -5.0795  2.6712
C  1.8133  -5.0373  3.0541
C  3.5796  -0.6314  1.6090
H  6.1059  -2.5341  2.3915
H  5.1746  -3.2894  1.0947
H  5.6613  -1.6382  0.9511
H  3.3853  -0.9705  4.2033
H  5.1020  -0.8788  3.8821
H  5.4100  -3.2272  4.5093
H  4.5138  -2.4107  5.7671
H  3.5050  -4.6224  5.1891
H  2.3943  -3.2866  4.9919
H  4.1218  -5.3260  1.6116
H  4.1819  -6.0178  3.2271
H  5.2020  -4.6598  2.8432
H  0.9313  -4.5450  3.4649
H  1.9613  -5.9488  3.6353
H  1.5950  -5.3295  2.0249
H  3.3534  -0.8370  0.5606
H  4.3993  0.0876  1.6414
H  2.7136  -0.1429  2.0553

E_LUMO (spin up / spin down) (eV): 0.1 / 0.1
Spin multiplicity: 3
Kohn-Sham gap (spin up / spin down) (eV): 8.420 / 8.423
E_HOMO (spin up / spin down) (Ha): -0.3063 / -0.3067

Mulliken population analysis, charges in e, atoms 1 to 6:
1. C -1.038
2. C -0.427
3. B 0.744
4. O -0.533
5. B -0.111
6. O -0.362


Please write out number 6 again, unchanged.
A molecular structure, C12H6Br2F6GdN3O8S3 in a non-equilibrium geometry, computed with the ωB97M-V functional and the def2-TZVPD basis.

Geometry (Å):
Gd  0.0287  -0.8038  -0.0850
O  0.9736  -3.0229  0.8623
S  2.0824  -2.0647  0.8518
O  3.3214  -2.4954  1.4025
O  1.4733  -0.8473  1.5809
O  2.1527  -1.5557  -0.5711
Br  -1.0726  5.7047  2.6631
C  -0.8914  3.9450  2.0258
C  -1.9149  3.0333  2.2116
C  -1.7323  1.7530  1.7170
N  -0.6256  1.3754  1.0835
C  0.3467  2.2724  0.8879
C  0.2618  3.5728  1.3541
C  1.5138  1.8355  0.0594
C  2.8218  2.0006  0.4670
C  3.8225  1.5903  -0.4005
Br  5.6241  1.7155  0.1350
C  3.5020  1.0848  -1.6484
C  2.1626  0.9536  -1.9529
N  1.1716  1.2850  -1.1189
H  -2.8292  3.2973  2.7210
H  -2.4999  0.9987  1.8396
H  1.0623  4.2769  1.1783
H  3.0527  2.4088  1.4402
H  4.2620  0.7678  -2.3455
H  1.8426  0.5617  -2.9114
F  -1.8223  -1.9813  -3.7511
C  -2.1579  -0.9947  -2.9452
F  -2.9855  -0.1766  -3.5693
F  -1.0486  -0.2757  -2.6440
S  -2.9966  -1.6298  -1.3739
O  -2.2419  -0.8229  -0.3629
O  -4.3702  -1.3229  -1.5575
N  -2.7354  -3.1681  -1.2037
S  -1.2719  -3.5106  -0.6173
O  -0.3890  -2.5471  -1.3395
O  -0.9540  -4.8856  -0.6517
C  -1.6369  -3.1381  1.3149
F  -2.9551  -3.1111  1.4055
F  -1.1619  -4.1221  2.0245
F  -1.1858  -1.9568  1.8241

Energy above the lowest of the compared OMol25 structures with the same formula, charge and spin (eV): 4.071
E_LUMO (spin up / spin down) (eV): -1.0 / -1.0
Spin multiplicity: 8
Kohn-Sham gap (spin up / spin down) (eV): 8.869 / 8.896
E_HOMO (spin up / spin down) (Ha): -0.3645 / -0.3650

Mulliken population analysis, charges in e, atoms 1 to 6:
1. Gd 0.867
2. O -0.507
3. S 1.025
4. O -0.755
5. O -0.444
6. O -0.424